Below is 2 unconnected molecules or ions with the total composition C3H10N2O, with properties calculated with wB97M-V/def2-TZVPD.

Last columns: bonded neighbours and bond lengths (Å).
Geometry (Å):
1 N -0.00694 1.20795 -1.66520  C2 1.359, H4 1.012, H5 0.991
2 C 0.83638 0.18578 -1.96853  N1 1.359, O3 1.204, H6 1.102
3 O 0.54046 -0.98098 -1.93890  C2 1.204
4 H -0.97990 0.97550 -1.51468  N1 1.012
5 H 0.19465 2.11576 -2.00799  N1 0.991
6 H 1.85125 0.53803 -2.21278  C2 1.102
7 C -0.18073 0.92729 2.20483  N8 1.460, H10 1.089, H11 1.098, H12 1.090
8 N 0.12666 -0.36800 1.60635  C7 1.460, C9 1.442, H13 1.002
9 C -1.03967 -1.17011 1.33218  N8 1.442, H14 1.100, H15 1.090, H16 1.092
10 H -0.38482 1.67116 1.43650  C7 1.089
11 H -1.03444 0.83770 2.88980  C7 1.098
12 H 0.65495 1.27518 2.81116  C7 1.090
13 H 0.82039 -0.86659 2.12976  N8 1.002
14 H -1.77647 -1.18589 2.14894  C9 1.100
15 H -0.72208 -2.19873 1.15964  C9 1.090
16 H -1.54942 -0.86273 0.41654  C9 1.092

Computed properties:
Total charge ... 0
Relative energy (zero: lowest compared OMol25 entry of this formula, charge and spin) ... 21.7 kcal/mol
SMILES string ... NC=O.CNC
Frontier orbital gap ... 9.53 eV
LUMO level ... 0.036 hartree